No. 1
Computed, not measured: C14H21F5IO2P2V as an isolated structure at a distorted geometry, with ωB97M-V/def2-TZVPD.

Element x y z (Å)
I 1.348 0.255 1.584
V 0.404 0.252 -1.092
P 0.594 -2.106 -1.050
P 0.609 2.607 -1.076
F -1.858 1.483 1.883
F -2.334 1.531 4.407
F -1.614 -0.492 6.066
F -0.441 -2.731 5.066
F 0.113 -2.991 2.536
O -2.392 0.261 -0.005
O -0.260 -0.924 0.360
C -1.306 0.257 -0.409
C 0.805 3.391 -2.717
C -0.620 -1.889 2.847
C -1.460 -0.631 4.725
C -1.826 0.390 3.874
C 2.031 -2.719 -0.111
C 2.049 3.227 -0.148
C -0.868 -1.764 4.214
C -0.832 -2.947 -0.280
C -0.812 3.467 -0.317
C -0.368 0.262 -3.085
C 0.786 -2.920 -2.676
C -1.594 0.312 2.494
C -0.970 -0.857 1.855
H -0.931 -2.574 0.744
H 2.907 2.586 -0.363
H 1.634 2.901 -3.237
H 2.242 -3.755 -0.398
H -1.746 -2.710 -0.831
H 1.039 -3.976 -2.540
H -0.139 -2.845 -3.254
H -0.103 3.269 -3.311
H 1.804 -2.656 0.955
H -1.728 3.229 -0.865
H 2.890 -2.080 -0.325
H -0.686 -4.032 -0.267
H 1.023 4.457 -2.601
H 1.587 -2.419 -3.226
H -0.912 -0.659 -3.303
H 2.258 4.261 -0.441
H -1.056 1.098 -3.234
H -0.659 4.551 -0.316
H 1.828 3.168 0.920
H -0.913 3.107 0.712
H 0.480 0.355 -3.766

Values from the calculation:
LUMO energy (alpha / beta)	-13.9219 / -14.5886	eV
HOMO-LUMO gap (alpha / beta)	5.8 / 5.1	eV
spin multiplicity	2
charge	+3
E_HOMO (alpha / beta)	-19.6821 / -19.6812	eV

These are the natural (NBO) partial charges, in e, on atoms 1 to 4: I 0.68; V 1.03; P 1.07; P 0.90



No. 2
Computed, not measured: C3H3LiO2 as an isolated structure at a distorted geometry, with ωB97M-V/def2-TZVPD.

Element x y z (Å)
O -0.601 -0.596 -1.266
O -0.212 -1.901 0.574
C 0.408 0.985 0.187
C -0.219 -0.953 -0.133
C -0.102 1.193 -1.104
Li 0.291 -2.813 1.893
H -0.163 1.357 1.050
H 1.492 0.933 0.349
H -0.893 1.795 -1.549

Values from the calculation:
LUMO energy (alpha / beta)	-4.8532 / -4.8602	eV
HOMO-LUMO gap (alpha / beta)	8.6 / 8.8	eV
spin multiplicity	2
energy relative to the best compared isomer or geometry (same formula, charge and spin)	314.94	kJ/mol
charge	+1
E_HOMO (alpha / beta)	-13.4156 / -13.6246	eV

These are the natural (NBO) partial charges, in e, on atoms 1 to 4: O -0.56; O -0.75; C -0.75; C 1.00



No. 3
Computed, not measured: C17H23Cl2N2OP2SV as an isolated structure at a distorted geometry, with ωB97M-V/def2-TZVPD.

Element x y z (Å)
V -0.067 0.168 -0.838
Cl -2.442 -2.382 -0.700
Cl 2.914 -3.401 -0.466
S -0.124 2.979 -1.334
P 2.251 0.750 -0.489
P -0.088 0.431 1.680
O -1.992 0.806 -1.220
N -2.559 1.963 -1.436
N 0.446 -1.625 -0.747
C -2.527 4.303 -1.690
C 3.599 0.045 -1.508
C -3.904 1.960 -1.597
C 1.241 -3.923 -0.548
C -1.794 3.103 -1.490
C 0.228 -2.907 -0.664
C 0.994 -5.277 -0.489
C 1.682 0.731 2.175
C -0.310 -5.763 -0.514
C -3.886 4.320 -1.833
C -1.353 -4.841 -0.582
C 2.660 0.100 1.187
C 2.889 2.467 -0.334
C -1.091 -3.493 -0.643
C -4.605 3.115 -1.793
C -0.284 -1.264 2.347
C -0.872 1.403 3.023
H 3.922 2.457 0.025
H -0.508 -6.825 -0.472
H -2.384 -5.170 -0.581
H 1.838 -5.953 -0.416
H -1.332 -1.563 2.290
H -4.331 0.970 -1.554
H -1.947 1.219 3.051
H -4.405 5.259 -1.975
H -0.723 2.471 2.854
H 2.522 -0.982 1.141
H -0.437 1.127 3.986
H 2.273 3.061 0.340
H -5.677 3.076 -1.917
H 0.281 -1.950 1.719
H 1.833 0.375 3.200
H 2.857 2.954 -1.309
H 3.703 0.303 1.453
H -1.945 5.214 -1.726
H 1.824 1.817 2.192
H 3.617 0.573 -2.463
H 3.378 -1.004 -1.694
H 0.057 -1.334 3.385
H 4.577 0.139 -1.029

Values from the calculation:
LUMO energy (alpha / beta)	2.7201 / 2.7219	eV
HOMO-LUMO gap (alpha / beta)	5.1 / 5.2	eV
spin multiplicity	2
energy relative to the best compared isomer or geometry (same formula, charge and spin)	46.80	kJ/mol
charge	-1
E_HOMO (alpha / beta)	-2.3660 / -2.4300	eV

These are the natural (NBO) partial charges, in e, on atoms 1 to 4: V 0.56; Cl -0.02; Cl -0.07; S -0.24



No. 4
Computed, not measured: one molecule with the formula C4H5NO, with ωB97M-V/def2-TZVPD.

Element x y z (Å)
O 0.161 -0.147 1.318
N -0.097 1.025 1.868
C 0.137 -1.492 -0.646
C 0.074 -0.105 -0.092
C -0.377 2.134 2.141
C -0.019 1.037 -0.750
H -0.157 1.018 -1.819
H 1.145 -1.900 -0.583
H 0.022 2.001 -0.260
H -0.521 -2.166 -0.104
H -0.153 -1.476 -1.694

Values from the calculation:
LUMO energy	0.8240	eV
HOMO-LUMO gap	10.7	eV
energy relative to the best compared isomer or geometry (same formula, charge and spin)	393.91	kJ/mol
charge	0
E_HOMO	-9.9093	eV

These are the natural (NBO) partial charges, in e, on atoms 1 to 4: O -0.29; N -0.23; C -0.66; C 0.30